# 1
A molecular structure, C30H60N8O6P2S3 at a distorted geometry. Source: OMol25; level of theory: ωB97M-V with the def2-TZVPD basis set.

ΔE to the lowest compared entry with this formula, charge and spin in kJ/mol: 193.6
2S+1: 1
HOMO-LUMO gap in eV: 6.80
E in hartree: -3945.60641

Last column: Löwdin charge in e.
CARTESIAN COORDINATES (ANGSTROEM)
C: -1.653640 1.958003 4.647401  -0.09
C: -1.645936 1.536423 3.132446  -0.40
C: -2.912550 2.181184 2.457459  -0.10
C: -1.542312 -0.018850 2.946212  -0.19
C: -0.281840 -0.353503 2.070244  -0.15
C: -0.473519 -1.534040 1.100311  -0.18
C: -1.451565 -1.598128 0.109355  -0.43
S: -2.566979 -0.215826 -0.023981  1.01
C: -3.455602 -0.322913 -1.620832  -0.33
C: -2.596567 -0.786258 -2.814303  -0.54
O: -3.048462 -1.609701 -3.566624  0.14
O: -1.326398 -0.310485 -3.017866  -0.01
C: -1.334745 1.107111 -3.283192  -0.11
C: -0.142227 1.560975 -4.159416  -0.31
C: -0.561112 2.930367 -4.819744  -0.02
O: 0.161247 0.675478 -5.242028  0.03
C: 1.025420 -0.350130 -4.908597  -0.51
O: 0.745436 -1.468986 -5.246470  0.13
C: 2.361830 -0.131498 -4.177172  -0.43
S: 3.783549 -0.116974 -5.360336  0.69
C: -1.485771 -2.787515 -0.756745  -0.06
C: -0.597566 -3.819978 -0.651110  -0.02
C: 0.433478 -3.836138 0.360827  -0.37
N: 1.370010 -4.747213 0.601988  -0.22
S: 2.226347 -4.156205 1.876525  0.97
N: 1.441095 -2.757920 2.134680  -0.24
C: 0.454620 -2.643762 1.231811  -0.29
H: -2.461956 1.415580 5.169494  0.08
H: -1.888395 3.038463 4.673524  0.07
H: -0.654998 1.814272 5.094798  0.07
H: -0.764735 2.052032 2.697305  0.11
H: -3.537903 1.468473 1.896275  0.03
H: -2.576624 2.992898 1.779729  0.07
H: -3.548520 2.644980 3.234364  0.07
H: -1.381386 -0.478376 3.942083  0.10
H: -2.474122 -0.469849 2.561532  0.07
H: 0.530834 -0.628239 2.770011  0.10
H: 0.078734 0.507615 1.472209  0.12
H: -4.370082 -0.917232 -1.483817  0.09
H: -3.791105 0.712477 -1.849830  0.09
H: -1.259725 1.620476 -2.294465  0.14
H: -2.310242 1.438737 -3.699830  0.13
H: 0.707650 1.798551 -3.498749  0.12
H: -0.132831 3.730092 -4.192928  0.07
H: -0.057473 2.966410 -5.801456  0.09
H: -1.650246 3.003819 -4.966065  0.08
H: 2.435135 0.809729 -3.608031  0.03
H: 2.510462 -0.963898 -3.468361  0.09
H: 4.815918 -0.550995 -4.583442  -0.14
H: -2.253852 -2.869386 -1.536179  0.11
H: -0.647979 -4.674058 -1.342113  0.12
O: -2.628043 -2.900638 4.404284  -0.27
P: -2.425965 -4.400831 4.265040  0.79
N: -3.844609 -4.667646 3.340560  -0.33
C: -4.869365 -5.671266 3.494271  -0.14
C: -3.701199 -4.299643 1.938178  -0.13
N: -2.596340 -4.714265 5.977704  -0.34
C: -3.909537 -4.804642 6.599973  -0.14
C: -1.761699 -3.829340 6.795941  -0.15
N: -1.877805 -6.084947 4.026385  -0.31
C: -2.234409 -7.191981 4.888632  -0.14
C: -0.419911 -6.116794 3.800183  -0.15
H: -4.578277 -6.644909 3.072490  0.08
H: -5.781685 -5.354130 2.979860  0.08
H: -5.172749 -5.809248 4.528816  0.05
H: -3.190703 -5.089786 1.367525  0.08
H: -3.118544 -3.379387 1.835676  0.06
H: -4.672434 -4.105590 1.477413  0.08
H: -4.572344 -3.979818 6.310683  0.09
H: -3.822980 -4.810000 7.688784  0.08
H: -4.391948 -5.755057 6.364900  0.05
H: -2.216221 -2.842540 6.937426  0.08
H: -0.781730 -3.685465 6.333594  0.07
H: -1.586853 -4.278270 7.777704  0.08
H: -1.782056 -7.127890 5.883921  0.08
H: -1.887825 -8.122935 4.428148  0.09
H: -3.310342 -7.307196 5.001481  0.06
H: 0.136751 -5.897823 4.721591  0.08
H: -0.137957 -5.369039 3.050237  0.04
H: -0.098594 -7.087960 3.418156  0.08
O: 2.398482 3.709660 -3.810169  -0.28
P: 3.753241 4.400481 -3.666459  0.80
N: 3.670116 4.479136 -1.952281  -0.34
C: 3.926389 5.589868 -1.067247  -0.14
C: 4.001188 3.223576 -1.294245  -0.14
N: 3.245549 5.851208 -4.496322  -0.34
C: 2.460780 6.872812 -3.816699  -0.13
C: 2.606954 5.566242 -5.785855  -0.14
N: 5.433638 5.017408 -3.644910  -0.31
C: 5.791052 6.420968 -3.673453  -0.14
C: 6.249758 4.307315 -4.649048  -0.15
H: 4.999225 5.749292 -0.883873  0.08
H: 3.454293 5.409483 -0.096725  0.09
H: 3.484484 6.518777 -1.417747  0.05
H: 5.090194 3.083062 -1.225712  0.08
H: 3.585453 2.375415 -1.845082  0.06
H: 3.577855 3.178338 -0.288729  0.08
H: 1.613979 6.454459 -3.258878  0.09
H: 2.074439 7.603147 -4.530744  0.08
H: 3.082614 7.461999 -3.140751  0.05
H: 1.557961 5.270244 -5.673838  0.07
H: 3.130324 4.760507 -6.307114  0.08
H: 2.655038 6.446465 -6.432385  0.08
H: 5.567474 6.904715 -4.629908  0.09
H: 6.868248 6.513052 -3.501133  0.09
H: 5.319902 6.991022 -2.875999  0.06
H: 5.983939 4.607673 -5.671051  0.08
H: 6.094839 3.226490 -4.564876  0.07
H: 7.315168 4.490132 -4.495230  0.08

Cartesian forces (eV/Å) of the 6 atoms listed first:
C -0.06 0.11 -1.06
C -0.72 0.37 0.58
C 0.34 0.20 0.16
C 0.84 0.72 0.26
C -0.27 -0.86 -0.15
C -0.07 0.25 0.25



# 2
2 unconnected molecules or ions with the total composition C8H12O3S at a distorted geometry. Source: OMol25; level of theory: ωB97M-V with the def2-TZVPD basis set.

ΔE to the lowest compared entry with this formula, charge and spin in kJ/mol: 265.3
2S+1: 1
HOMO-LUMO gap in eV: 8.55
E in hartree: -935.79444
SMILES string: O=S1(=O)C=CCO1.C=C/C=C/C

Last column: Löwdin charge in e.
CARTESIAN COORDINATES (ANGSTROEM)
C: 1.938009 2.689812 -1.417535  -0.21
C: 1.488517 1.444614 -0.901368  -0.13
C: 1.304337 3.852170 -1.179681  -0.01
C: -3.153096 -1.710667 2.033544  -0.23
C: 2.192326 0.363013 -1.235600  -0.14
C: -2.796971 -0.617662 1.060088  -0.06
C: -1.549614 -0.810070 0.572974  -0.13
C: 1.812043 -1.023564 -1.047755  -0.08
O: 0.128578 -1.687377 2.456661  -0.24
O: -0.317676 -3.051717 0.423608  -0.26
O: -2.110769 -2.675594 2.115604  -0.23
S: -0.730145 -2.098586 1.395348  0.64
H: 2.953583 2.861612 -1.904530  0.13
H: 0.565796 1.366152 -0.493286  0.07
H: 0.353333 3.716187 -0.699545  0.04
H: 1.555254 4.871617 -1.446483  0.05
H: -3.513901 -1.422576 3.073703  0.14
H: -4.088500 -2.301076 1.540207  0.17
H: 3.105858 0.477512 -1.851731  0.12
H: -3.215195 0.389830 0.924801  0.13
H: -1.079543 -0.396103 -0.229229  0.05
H: 1.614984 -1.379114 -2.037322  0.09
H: 0.947407 -1.254876 -0.456457  0.02
H: 2.595386 -1.603535 -0.696017  0.07

Cartesian forces (eV/Å) of the 6 atoms listed first:
C 1.84 3.88 -0.20
C 3.16 -1.06 -2.42
C -0.65 -1.01 -0.04
C -3.43 -1.28 -0.08
C 0.43 0.69 -0.19
C 2.79 0.49 0.35



# 3
A molecular structure, C46H43AsFeN4PS at a distorted geometry. Source: OMol25; level of theory: ωB97M-V with the def2-TZVPD basis set.

2S+1: 6
HOMO-LUMO gap (alpha / beta) in eV: 4.12 / 3.55
E in hartree: -6236.03290
Net charge: +2
⟨S²⟩: 9.000

Last column: Löwdin charge in e.
CARTESIAN COORDINATES (ANGSTROEM)
Fe: -1.116689 0.834094 0.827185  0.58
C: -4.825835 0.500139 -0.266772  -0.02
C: -4.188594 0.941548 1.050730  -0.23
C: -3.123263 0.157892 1.679943  -0.16
C: -2.514394 0.489023 2.919633  -0.16
C: -3.078776 1.545400 3.652376  -0.05
C: -4.073070 2.362417 3.101839  -0.02
C: -4.524715 2.099821 1.783002  -0.02
H: -4.190466 0.886188 -1.080985  0.06
H: -5.867755 0.900544 -0.342835  0.11
H: -4.848057 -0.573778 -0.366677  0.06
H: -2.832708 -0.766662 1.149094  0.09
H: -1.676994 -0.068116 3.310130  0.07
H: -2.791309 1.825651 4.675963  0.13
H: -4.469941 3.216586 3.624959  0.12
H: -5.032284 2.890776 1.230872  0.12
S: 0.548846 1.019914 2.456037  0.71
C: 1.218804 2.528388 1.799768  -0.74
N: 2.305329 3.093864 2.310592  0.13
N: 2.694209 4.114744 1.499587  0.09
C: 3.421455 5.226679 1.879839  -0.21
C: 4.204718 5.107777 2.998321  0.00
C: 4.865701 6.216968 3.511213  -0.03
C: 4.601157 7.476237 2.994434  -0.02
C: 3.938565 7.616725 1.752601  -0.03
C: 3.322131 6.491299 1.200262  0.02
N: 0.736969 3.003259 0.661608  0.02
N: -0.450217 2.509719 0.251893  -0.08
C: -1.130287 3.313170 -0.656307  -0.23
C: -2.230968 2.860846 -1.440185  -0.02
C: -3.094093 3.721978 -2.134936  -0.03
C: -2.705725 5.054169 -2.265003  0.00
C: -1.474376 5.482997 -1.676687  -0.04
C: -0.707726 4.659696 -0.903669  0.00
H: 2.172972 4.227949 0.601424  0.15
H: 4.188951 4.119682 3.454013  0.13
H: 5.628096 6.143286 4.288579  0.13
H: 5.041496 8.350204 3.506310  0.13
H: 3.858737 8.552258 1.189285  0.13
H: 2.729111 6.654504 0.328260  0.10
H: -2.546844 1.818607 -1.381650  0.06
H: -4.048788 3.373701 -2.423140  0.11
H: -3.331125 5.828856 -2.681138  0.12
H: -1.163609 6.483690 -1.859306  0.11
H: 0.106122 5.097098 -0.323161  0.10
C: 1.037313 -1.558177 -0.750177  -0.39
C: 0.635659 -2.572968 0.313919  -0.47
As: 0.722388 -4.394721 -0.420062  1.29
C: 0.016802 -5.375986 1.131991  -0.43
C: 0.336105 -5.024918 2.453088  -0.11
C: -0.357554 -5.666927 3.448616  -0.10
C: -1.391443 -6.562684 3.199078  -0.09
C: -1.661794 -6.964648 1.899186  -0.07
C: -0.968683 -6.316976 0.843427  -0.13
C: 2.550292 -5.012021 -0.027192  -0.39
C: 2.909289 -6.318812 0.388279  -0.09
C: 4.247534 -6.651593 0.650668  -0.07
C: 5.222069 -5.655561 0.704846  -0.08
C: 4.863324 -4.360515 0.331798  -0.10
C: 3.601884 -4.070714 -0.170070  -0.13
P: -0.475721 -0.519313 -1.324090  1.04
C: -1.577969 -1.708496 -2.116747  -0.37
C: -1.188276 -2.193592 -3.381561  -0.09
C: -2.038732 -3.013397 -4.089023  -0.06
C: -3.251250 -3.459821 -3.556961  -0.03
C: -3.592157 -3.062654 -2.252304  -0.05
C: -2.796386 -2.155504 -1.555724  -0.10
C: 0.306009 0.486255 -2.577733  -0.39
C: -0.347496 0.834286 -3.793014  -0.09
C: 0.373022 1.512147 -4.772204  -0.05
C: 1.695308 1.990715 -4.550722  -0.03
C: 2.251837 1.771662 -3.280434  -0.06
C: 1.533365 1.101797 -2.292174  -0.11
H: 1.411739 -2.060616 -1.659544  0.07
H: 1.739350 -0.887419 -0.285276  0.06
H: -0.433737 -2.408943 0.532840  0.04
H: 1.277967 -2.494767 1.210173  0.07
H: 1.066622 -4.217389 2.640278  0.11
H: -0.144297 -5.421220 4.499845  0.11
H: -1.948799 -7.015711 3.993418  0.10
H: -2.458616 -7.678429 1.610537  0.12
H: -1.181556 -6.575765 -0.194932  0.09
H: 2.143318 -7.051912 0.426036  0.09
H: 4.554521 -7.655888 0.823427  0.10
H: 6.282220 -5.816325 0.973365  0.12
H: 5.608405 -3.595769 0.403985  0.09
H: 3.434233 -3.108026 -0.641548  0.08
H: -0.233807 -1.894907 -3.765890  0.10
H: -1.760586 -3.451848 -5.048787  0.12
H: -3.820970 -4.121367 -4.184821  0.11
H: -4.497871 -3.389070 -1.780791  0.11
H: -3.067090 -1.876165 -0.562229  0.06
H: -1.384542 0.604500 -3.964064  0.11
H: -0.146477 1.783654 -5.671650  0.11
H: 2.277916 2.499093 -5.286589  0.10
H: 3.195377 2.227828 -3.111440  0.10
H: 1.887223 1.139844 -1.298316  0.08

Cartesian forces (eV/Å) of the 6 atoms listed first:
Fe -0.17 -1.54 0.22
C -0.01 1.30 0.53
C 1.55 -0.44 1.88
C -0.76 0.22 -0.95
C -1.48 0.54 -0.29
C -0.35 0.78 0.54



# 4
2 unconnected molecules or ions with the total composition C5H13N at a distorted geometry. Source: OMol25; level of theory: ωB97M-V with the def2-TZVPD basis set.

ΔE to the lowest compared entry with this formula, charge and spin in kJ/mol: 223.0
2S+1: 1
HOMO-LUMO gap in eV: 9.93
E in hartree: -252.97815
SMILES string: C=CC.CNC

Last column: Löwdin charge in e.
CARTESIAN COORDINATES (ANGSTROEM)
C: -0.097214 -0.297324 2.235905  -0.13
C: -1.087028 0.726825 1.755889  -0.22
C: -1.809297 0.766790 0.636448  -0.01
H: 0.048930 -1.243114 1.698632  0.07
H: -0.385443 -0.718695 3.201156  0.07
H: 0.931414 0.056299 2.358615  0.06
H: -1.357332 1.362248 2.598558  0.09
H: -2.748410 1.304723 0.679079  0.05
H: -1.395186 0.545075 -0.332463  0.03
C: 0.324519 -0.836052 -2.435327  -0.13
N: 0.663454 -0.776628 -0.990467  -0.18
C: 1.372495 0.435518 -0.680025  -0.18
H: -0.224777 0.031971 -2.789814  0.07
H: -0.225090 -1.754783 -2.633568  0.07
H: 1.283259 -0.943306 -2.945810  0.07
H: -0.214964 -0.894776 -0.527658  0.04
H: 0.855715 1.404861 -0.654549  0.08
H: 1.907846 0.323231 0.268047  0.06
H: 2.157109 0.507138 -1.442650  0.08

Cartesian forces (eV/Å) of the 6 atoms listed first:
C 1.39 -0.85 -0.23
C -0.33 -1.00 0.92
C 0.35 1.14 0.46
H -0.41 0.51 -0.79
H -0.29 0.63 0.26
H -0.15 0.36 0.17



# 5
C4H4F2 in the gas phase at a distorted geometry. Source: OMol25; level of theory: ωB97M-V with the def2-TZVPD basis set.

ΔE to the lowest compared entry with this formula, charge and spin in kJ/mol: 224.9
2S+1: 1
HOMO-LUMO gap in eV: 11.36
E in hartree: -354.41492
SMILES string: C#CC(C)(F)F

Last column: Löwdin charge in e.
CARTESIAN COORDINATES (ANGSTROEM)
C: -0.045304 -1.191132 -0.433488  -0.04
C: -0.240386 0.278249 -0.609014  -0.63
C: -0.055561 1.111267 0.608400  0.00
C: 0.566458 1.428999 1.654458  0.12
H: -0.617834 -1.606928 0.473947  0.12
H: 0.999993 -1.421196 0.012144  0.10
H: -0.016956 -1.712709 -1.459200  0.12
H: 0.678341 2.288621 2.480039  0.10
F: 0.277700 0.716689 -1.797279  0.08
F: -1.546451 0.108140 -0.930008  0.03

Cartesian forces (eV/Å) of the 6 atoms listed first:
C 4.82 -2.74 2.12
C -1.45 -1.81 -0.65
C 3.06 0.19 2.20
C -2.58 2.44 -1.16
H -0.01 0.66 -2.11
H -1.05 0.50 -0.97